*A*
{"formula": "C3H3NOS", "method": "ωB97M-V with the def2-TZVPD basis set", "multiplicity": 1, "homo_ev": [-10.07, -10.47], "charge": 0, "orbital_gap_ev": [7.31, 7.58], "elements": ["C", "C", "C", "N", "O", "S", "H", "H", "H"], "coordinates": [[1.35, -0.82, 0.13], [-0.20, 1.09, -0.27], [0.48, 0.13, 0.59], [2.22, -1.49, -0.22], [-0.84, 2.03, 0.12], [-1.88, -1.54, 0.07], [0.33, 1.05, -1.31], [0.46, 0.10, 1.70], [-1.91, -0.54, -0.81]]}


*B*
{"formula": "C3H3NOS", "method": "ωB97M-V with the def2-TZVPD basis set", "multiplicity": 1, "homo_ev": -8.39, "charge": 0, "orbital_gap_ev": 7.92, "elements": ["C", "C", "C", "N", "O", "S", "H", "H", "H"], "coordinates": [[-1.35, -0.24, -0.38], [2.00, 0.62, 0.45], [0.29, -0.36, -0.13], [-2.02, 0.67, 0.13], [0.70, -1.46, -0.34], [3.05, -0.44, 0.91], [-1.66, -1.10, -0.97], [2.01, 1.68, 0.35], [-3.02, 0.64, -0.02]]}


Stability, highest: *A*


*A*
{"formula": "C3H3NOS", "method": "ωB97M-V with the def2-TZVPD basis set", "multiplicity": 1, "homo_ev": -8.58, "charge": 0, "orbital_gap_ev": 7.38, "elements": ["C", "C", "C", "N", "O", "S", "H", "H", "H"], "coordinates": [[-1.69, -1.02, -0.29], [-0.58, -1.63, 0.18], [1.19, 0.57, 0.24], [-2.74, -0.61, -0.61], [-0.03, 1.23, 0.14], [0.90, -1.34, 0.60], [1.90, 0.39, -0.71], [1.59, 1.02, 1.10], [-0.53, 1.39, -0.65]]}


*B*
{"formula": "C3H3NOS", "method": "ωB97M-V with the def2-TZVPD basis set", "multiplicity": 1, "homo_ev": -8.10, "charge": 0, "orbital_gap_ev": 8.64, "elements": ["C", "C", "C", "N", "O", "S", "H", "H", "H"], "coordinates": [[-0.09, 0.03, 1.12], [2.30, 0.66, -0.13], [-1.66, -0.44, -0.80], [-0.94, -0.20, 0.26], [2.16, 1.77, -0.16], [2.70, -0.84, -0.18], [-0.31, 0.12, 2.21], [-1.65, -1.31, -1.33], [-2.50, 0.20, -1.00]]}


Stability, highest: *B*


*A*
{"formula": "C3H3NOS", "method": "ωB97M-V with the def2-TZVPD basis set", "multiplicity": 1, "homo_ev": -10.53, "charge": 0, "orbital_gap_ev": 11.05, "elements": ["C", "C", "C", "H", "H", "H", "N", "O", "S"], "coordinates": [[-1.62, 0.35, -0.75], [0.56, -0.38, 0.67], [1.85, 0.07, 0.17], [-2.32, 1.17, -1.09], [0.14, -1.22, 0.14], [0.65, -0.63, 1.73], [2.90, 0.40, -0.15], [-1.53, -0.73, -1.25], [-0.63, 0.97, 0.52]]}


*B*
{"formula": "C3H3NOS", "method": "ωB97M-V with the def2-TZVPD basis set", "multiplicity": 1, "homo_ev": -8.87, "charge": 0, "orbital_gap_ev": 8.13, "elements": ["C", "C", "C", "N", "O", "S", "H", "H", "H"], "coordinates": [[-1.36, -0.45, -1.59], [-0.13, -0.59, -0.91], [0.11, 0.65, 0.74], [-2.30, 0.08, -1.92], [0.71, -1.46, -0.78], [1.77, 0.67, 1.07], [-0.28, 1.75, 0.84], [-0.53, -0.06, 1.25], [2.01, -0.59, 1.30]]}


Stability, highest: *A*


*A*
{"formula": "C6H16O", "method": "ωB97M-V with the def2-TZVPD basis set", "multiplicity": 1, "homo_ev": -10.12, "charge": 0, "orbital_gap_ev": 11.12, "elements": ["C", "C", "C", "H", "H", "H", "H", "H", "H", "H", "H", "C", "C", "C", "O", "H", "H", "H", "H", "H", "H", "H", "H"], "coordinates": [[1.65, 0.05, 0.94], [1.87, -0.12, 2.44], [2.72, -0.64, 0.10], [0.68, -0.30, 0.61], [1.70, 1.10, 0.65], [1.35, 0.63, 3.02], [3.67, -0.12, 0.05], [2.93, -1.67, 0.41], [2.37, -0.86, -0.92], [1.59, -1.10, 2.82], [2.93, 0.07, 2.62], [-2.02, -0.22, -1.35], [-2.80, -0.05, -0.05], [-1.58, 1.14, -1.93], [-0.83, -1.02, -1.04], [-2.54, -0.84, -2.07], [-3.86, 0.04, -0.28], [-1.97, 1.26, -2.93], [-2.00, 1.94, -1.31], [-0.51, 1.32, -1.86], [-0.11, -0.39, -0.93], [-2.47, 0.80, 0.53], [-2.76, -1.01, 0.48]]}


*B*
{"formula": "C6H16O", "method": "ωB97M-V with the def2-TZVPD basis set", "multiplicity": 1, "homo_ev": -10.39, "charge": 0, "orbital_gap_ev": 11.36, "elements": ["C", "C", "O", "H", "H", "H", "H", "H", "H", "C", "C", "C", "C", "H", "H", "H", "H", "H", "H", "H", "H", "H", "H"], "coordinates": [[-1.91, -2.70, 0.29], [-0.99, -2.16, 1.36], [-1.23, -2.81, -0.98], [-2.33, -3.68, 0.50], [-2.69, -1.98, 0.08], [-0.39, -2.96, 1.81], [-0.64, -3.57, -0.96], [-1.54, -1.64, 2.15], [-0.19, -1.57, 0.93], [0.74, 1.81, 0.05], [-0.51, 1.40, -0.73], [1.63, 0.59, 0.22], [1.50, 2.89, -0.75], [0.44, 2.20, 1.02], [-1.19, 0.75, -0.17], [-0.27, 0.85, -1.63], [1.95, 0.28, -0.78], [2.51, 0.80, 0.82], [1.11, -0.25, 0.68], [1.25, 2.83, -1.81], [1.30, 3.91, -0.42], [2.57, 2.74, -0.67], [-1.13, 2.27, -1.00]]}


*C*
{"formula": "C6H16O", "method": "ωB97M-V with the def2-TZVPD basis set", "multiplicity": 1, "homo_ev": -10.32, "charge": 0, "orbital_gap_ev": 11.31, "elements": ["C", "C", "C", "C", "C", "C", "H", "H", "H", "H", "H", "H", "H", "H", "H", "H", "H", "H", "H", "H", "H", "H", "O"], "coordinates": [[-2.38, -0.16, -0.16], [-1.17, -1.06, -0.40], [0.24, -0.53, -0.91], [1.16, -1.62, -1.29], [0.80, 0.18, 0.44], [2.07, 0.99, 0.52], [-2.51, 0.64, -0.88], [-2.30, 0.22, 0.86], [-3.27, -0.81, -0.19], [-0.92, -1.70, 0.45], [-1.35, -1.78, -1.21], [-0.05, 0.38, -1.45], [0.67, -2.45, -1.82], [2.03, -1.43, -1.92], [1.45, -2.11, -0.34], [0.64, -0.64, 1.18], [-0.09, 0.81, 0.59], [2.11, 1.57, -0.41], [2.88, 0.27, 0.43], [2.08, 1.64, 1.39], [-0.04, 2.08, 1.79], [-1.36, 2.69, 1.33], [-0.67, 2.78, 2.00]]}


Stability, highest: *B*